Computed, not measured: an isolated molecule of C3H9NO2P2, with ωB97M-V/def2-TZVPD.

Summary:
Gap between HOMO and LUMO (hartree): 0.3730
LUMO energy (eV): 0.57
Relative energy (zero: lowest compared OMol25 entry of this formula, charge and spin) (kJ/mol): 124.52
Calculated total energy (Eh): -1007.6834
2S+1: 1
HOMO (eV): -9.58

Each line ends with the Mulliken charge.
Positions of all 17 atoms, in Å:
C: -0.730 -0.889 -0.580  -0.798
C: -1.867 1.993 -0.201  -0.933
C: 2.354 -0.674 -0.829  -0.990
N: 0.400 0.625 1.104  -0.717
O: -2.116 0.043 1.780  -0.678
O: 1.175 -1.704 1.309  -0.579
P: -1.212 0.494 0.732  0.724
P: 0.901 -0.628 0.209  0.886
H: -1.054 -1.893 -0.035  0.289
H: -0.765 -0.881 -1.657  0.447
H: -2.771 1.931 -0.869  0.338
H: -2.071 2.603 0.726  0.243
H: -1.239 2.432 -0.900  0.372
H: 2.978 0.203 -0.745  0.347
H: 2.790 -1.583 -0.335  0.329
H: 2.106 -0.826 -1.867  0.358
H: 1.123 -1.247 2.158  0.362